# 1
The following is a DFT calculation (ωB97M-V/def2-TZVPD) of a single C4H7NO2 molecule.

Geometry as XYZ:
```
14
Properties=species:S:1:pos:R:3:forces:R:3:mulliken_charge:R:1
O -0.990 -0.651 1.386 0.08 -0.07 0.17 -0.545
C -1.098 -0.111 0.091 -0.01 0.12 -0.31 0.083
C -0.380 1.218 -0.020 -0.02 -0.06 -0.06 -0.492
O 1.459 0.810 1.073 0.04 -0.13 -0.15 -0.587
C 1.725 -0.071 0.222 -0.13 0.16 0.03 0.148
N 1.024 -0.250 -0.874 0.04 0.35 0.20 -0.543
C -0.290 -0.871 -0.954 -0.22 -0.11 -0.02 -0.448
H -0.143 -0.365 1.758 -0.09 -0.04 0.03 0.400
H -2.177 -0.030 -0.109 0.15 0.05 0.00 0.375
H -0.326 1.685 -0.999 -0.01 -0.17 0.09 0.328
H -0.482 1.928 0.802 0.21 -0.29 -0.18 0.260
H 2.647 -0.651 0.384 -0.13 0.02 -0.02 0.396
H -0.686 -0.681 -1.960 0.06 0.01 0.20 0.322
H -0.284 -1.958 -0.801 0.05 0.14 0.01 0.302
```
Positions in Å, forces in eV/Å.

E_HOMO (alpha / beta) (eV): -8.68 / -8.68
Charge: 0
Multiplicity: 1

=====

# 2
The following is a DFT calculation (ωB97M-V/def2-TZVPD) of 11 unconnected molecules or ions with the total composition C5H34N2O10.

Geometry as XYZ:
```
51
Properties=species:S:1:pos:R:3:forces:R:3:mulliken_charge:R:1
C 0.015 -0.408 -1.218 -0.43 -0.34 2.29 0.032
N 0.390 0.662 -0.171 0.33 0.63 -0.25 0.401
C -1.400 3.371 1.134 -2.26 2.46 1.54 -0.940
C -1.666 1.957 0.685 0.40 0.33 -1.84 -0.641
C -0.458 1.069 1.064 0.71 -0.10 -0.31 2.419
C -1.043 -0.165 1.793 0.39 0.93 0.52 -0.950
N -0.275 -1.259 2.270 1.82 -0.04 1.23 -0.438
H -0.958 -0.933 -0.979 1.01 0.62 -0.41 -0.405
H 0.089 -0.146 -2.281 -0.77 1.01 0.71 0.418
H 0.833 -1.139 -1.205 -0.86 0.16 0.91 -0.286
H 0.685 1.480 -0.746 -0.53 -0.40 1.17 0.390
H -0.448 3.583 1.682 -0.91 -0.22 -0.58 0.161
H -1.601 4.158 0.373 0.72 -0.64 0.01 0.318
H -2.295 3.641 1.800 1.53 -0.17 -0.17 0.286
H -1.816 2.074 -0.454 0.25 -1.04 1.61 0.147
H -2.607 1.563 1.110 0.48 0.18 -0.27 0.461
H 0.168 1.726 1.881 -1.46 -2.17 -2.90 -1.840
H -1.640 -0.652 1.084 -1.82 -0.18 -1.06 -0.196
H -1.597 0.172 2.670 -0.53 0.33 -0.43 0.731
H 0.278 -1.581 1.489 0.69 -0.28 0.36 0.155
H 0.297 -0.984 3.102 -0.28 -0.58 -1.31 0.276
H -1.426 -3.635 1.681 -0.57 0.66 -0.07 0.302
H -2.630 -2.624 1.336 0.83 -1.19 0.49 0.314
O -2.376 -3.568 1.488 -0.43 0.59 -0.41 -0.644
H 4.205 0.069 -1.993 -0.78 0.43 0.88 0.303
H 2.699 0.313 -1.923 0.88 0.00 0.94 0.182
O 3.514 0.390 -1.358 0.24 -0.92 -3.06 -0.613
H 1.260 -2.261 -2.638 1.33 2.90 -0.60 0.306
H 1.411 -1.429 -3.925 0.57 0.44 1.09 0.299
O 1.644 -1.338 -2.962 -0.91 -3.86 -1.94 -0.614
H 0.621 -3.629 -0.589 -1.62 -0.14 -0.70 0.287
H -0.013 -4.187 -1.864 0.11 -0.77 -1.07 0.248
O -0.261 -3.764 -1.060 1.88 0.82 1.80 -0.616
H 3.631 -2.044 -0.110 -0.96 -0.33 -0.10 0.307
H 2.420 -1.394 0.461 -0.28 0.40 0.11 0.236
O 2.661 -2.186 -0.024 1.04 -0.19 0.03 -0.597
H 3.723 0.960 0.184 1.45 -0.46 -2.05 0.369
H 2.304 0.933 0.639 1.96 0.73 0.70 0.305
O 3.254 1.210 0.933 -3.84 0.17 2.58 -0.682
H -4.128 -0.405 -1.503 0.28 0.25 0.81 0.280
H -2.931 -0.271 -0.656 5.55 -0.87 -0.25 0.241
O -3.798 -0.123 -0.624 -5.87 0.56 -0.64 -0.633
H 1.194 4.092 -0.652 -0.65 -1.77 -4.02 0.356
H 0.171 3.675 -1.806 -3.51 0.25 -0.44 0.299
O 1.064 3.658 -1.649 4.11 1.41 4.52 -0.679
H -3.428 -2.868 -1.399 -0.70 0.08 -0.47 0.379
H -2.036 -3.147 -1.403 0.39 -0.01 -0.82 0.318
O -2.722 -2.897 -2.057 0.20 -0.04 1.35 -0.639
H 1.124 2.188 2.696 1.03 1.10 0.57 0.216
H 2.429 3.006 2.796 -0.09 -0.14 -0.13 0.326
O 1.471 3.087 2.900 -0.11 -0.60 0.07 -0.655
```
Positions in Å, forces in eV/Å.

E_HOMO (eV): -8.98
Charge: 0
Multiplicity: 1
SMILES: CC[C@@H](CN)NC.O.O.O.O.O.O.O.O.O.O

=====

Copy entry 1 word for word.
The following is a DFT calculation (ωB97M-V/def2-TZVPD) of a single C4H7NO2 molecule.

Geometry as XYZ:
```
14
Properties=species:S:1:pos:R:3:forces:R:3:mulliken_charge:R:1
O -0.990 -0.651 1.386 0.08 -0.07 0.17 -0.545
C -1.098 -0.111 0.091 -0.01 0.12 -0.31 0.083
C -0.380 1.218 -0.020 -0.02 -0.06 -0.06 -0.492
O 1.459 0.810 1.073 0.04 -0.13 -0.15 -0.587
C 1.725 -0.071 0.222 -0.13 0.16 0.03 0.148
N 1.024 -0.250 -0.874 0.04 0.35 0.20 -0.543
C -0.290 -0.871 -0.954 -0.22 -0.11 -0.02 -0.448
H -0.143 -0.365 1.758 -0.09 -0.04 0.03 0.400
H -2.177 -0.030 -0.109 0.15 0.05 0.00 0.375
H -0.326 1.685 -0.999 -0.01 -0.17 0.09 0.328
H -0.482 1.928 0.802 0.21 -0.29 -0.18 0.260
H 2.647 -0.651 0.384 -0.13 0.02 -0.02 0.396
H -0.686 -0.681 -1.960 0.06 0.01 0.20 0.322
H -0.284 -1.958 -0.801 0.05 0.14 0.01 0.302
```
Positions in Å, forces in eV/Å.

E_HOMO (alpha / beta) (eV): -8.68 / -8.68
Charge: 0
Multiplicity: 1